An isolated ion of composition C8H13BrFN2O2 and charge +1. Source: the Open Molecules 2025 dataset; level of theory: ωB97M-V with the def2-TZVPD basis set.

Geometry as XYZ:
```
27
Properties=species:S:1:pos:R:3
Br 3.945 0.008 -1.458
F -0.583 -0.351 1.289
O 3.149 2.707 -1.329
O 1.181 3.361 -1.778
N 1.649 -1.173 -0.477
N 1.967 2.570 -1.379
C 0.027 1.371 -0.422
C -2.052 -0.031 -0.621
C 1.871 -1.503 0.971
C 0.199 -1.171 -0.768
C 2.200 0.176 -0.872
C -0.174 2.312 0.754
C -0.640 -0.055 -0.042
C 1.418 1.272 -0.866
H -1.177 2.506 0.921
H 0.266 3.195 0.527
H 1.224 -2.263 1.076
H 2.952 -1.669 1.229
H 2.064 -2.002 -0.826
H -2.690 -0.763 0.017
H -0.142 -0.990 -1.828
H -0.098 -2.037 -0.373
H -0.594 1.680 -1.176
H -2.236 -0.206 -1.742
H -2.565 0.887 -0.314
H 0.073 1.932 1.621
H 1.725 -0.711 1.657
```

Output
Relative energy (zero: lowest compared OMol25 entry of this formula, charge and spin) ... 13.3 kcal per mole
SMILES ... C[C@H]1C([N+](=O)[O-])=C(Br)[N@@H+](C)C[C@@]1(C)F
Gap between HOMO and LUMO ... 9.95 eV
Total charge ... +1

***

C29H21F6MnN7O4S3 as an isolated structure. Source: the Open Molecules 2025 dataset; level of theory: ωB97M-V with the def2-TZVPD basis set.

Geometry as XYZ:
```
71
Properties=species:S:1:pos:R:3
Mn -0.333 -0.224 -0.286
S -0.445 -2.147 1.202
S -0.086 2.454 -2.601
S 2.226 0.951 -2.678
F 3.868 0.679 -4.737
F -1.568 1.025 -4.247
F 3.250 -1.177 -3.823
F 1.896 -0.110 -5.122
F -0.976 2.950 -5.039
F -2.500 2.830 -3.510
O -0.630 1.608 -1.553
O 0.024 3.846 -2.328
O 1.660 -0.076 -1.827
O 3.372 1.647 -2.192
N -1.962 -3.457 -0.653
N -2.405 -0.053 -0.470
N -0.648 -2.029 -1.998
N 1.568 -0.215 0.768
N -0.642 1.038 1.162
N -2.788 -3.482 1.350
N 1.131 1.831 -3.361
C -4.597 -0.190 -1.426
C 0.010 -2.752 -4.188
C -1.937 1.374 1.407
C -2.472 2.102 2.465
C 1.786 3.213 3.026
C 3.987 0.418 1.971
C -1.000 -4.304 -2.687
C -4.262 1.136 0.549
C -3.847 2.373 2.551
C 2.843 0.042 -4.191
C -4.740 1.944 1.607
C -5.109 0.618 -0.453
C -1.351 2.310 -3.939
C 2.873 1.254 2.182
C -3.658 -4.188 0.545
C -3.231 -0.513 -1.384
C -2.892 0.813 0.477
C -0.125 -1.787 -3.204
C -1.137 -3.251 -1.794
C -0.398 -4.044 -3.906
C -3.150 -4.177 -0.701
C 2.919 2.460 2.927
C 1.660 0.870 1.583
C 0.553 2.809 2.468
C 3.862 -0.704 1.199
C -2.955 -3.209 2.764
C 2.624 -0.973 0.594
C 0.445 1.616 1.776
C -1.744 -3.028 0.623
H 4.699 -1.363 1.020
H 0.172 -0.769 -3.385
H 1.812 4.159 3.553
H -6.161 0.879 -0.439
H -1.841 2.453 3.263
H -1.355 -5.290 -2.427
H -5.213 -0.590 -2.220
H -5.792 2.189 1.662
H -0.273 -4.838 -4.630
H -2.816 -1.170 -2.134
H -3.536 -4.565 -1.625
H 4.937 0.677 2.423
H 0.441 -2.482 -5.141
H -4.568 -4.609 0.931
H 3.851 2.775 3.374
H -3.871 -3.690 3.097
H -2.105 -3.601 3.321
H -0.284 3.480 2.556
H -3.014 -2.133 2.924
H 2.502 -1.822 -0.066
H -4.194 2.955 3.396
```

Output
Relative energy (zero: lowest compared OMol25 entry of this formula, charge and spin) ... 11.1 kcal per mole
Gap between HOMO and LUMO (spin up / spin down) ... 6.31 / 6.32 eV
Spin multiplicity ... 2
⟨S²⟩ ... 0.9481

***

One molecule with the formula C19H31N5O3. Source: the Open Molecules 2025 dataset; level of theory: ωB97M-V with the def2-TZVPD basis set.

Geometry as XYZ:
```
58
Properties=species:S:1:pos:R:3
O -2.533 1.383 3.069
O 3.991 -2.546 -1.045
O -1.881 4.270 -0.195
N -0.926 -4.085 -0.287
N -1.850 -3.219 -0.724
N -0.945 2.388 -1.033
N 2.245 -2.918 -2.430
N -1.344 -2.564 -1.724
C 0.381 4.394 2.174
C 1.198 1.144 -0.721
C -1.371 3.176 -0.006
C -1.073 3.165 3.829
C 0.198 -3.998 -1.027
C -1.054 2.878 -2.396
C 1.499 -4.716 -0.901
C -0.322 1.086 -0.868
C 2.793 -0.606 -1.731
C -1.226 -4.973 0.815
C 1.790 -0.269 -0.618
C 2.333 -4.348 -2.141
C -1.248 2.623 1.408
C -0.087 -3.017 -1.937
C 3.078 -2.091 -1.712
C -2.556 1.905 1.757
C -2.379 2.418 4.028
C 0.925 -2.514 -2.915
C -0.974 3.742 2.417
H -0.433 1.898 1.482
H 1.448 1.741 0.159
H 0.571 5.181 2.906
H 3.740 -0.100 -1.552
H 2.418 -0.274 -2.700
H -0.585 0.484 -1.743
H -1.907 -4.462 1.490
H 1.366 -5.799 -0.851
H 3.376 -4.609 -1.992
H -0.239 2.476 4.003
H -3.387 2.616 1.645
H 1.622 1.676 -1.578
H 2.028 -4.403 0.003
H -3.227 3.114 3.951
H 1.184 3.657 2.264
H 0.429 4.840 1.180
H 2.288 -0.416 0.341
H -0.076 2.875 -2.882
H 1.953 -4.884 -3.014
H -1.756 4.495 2.285
H 0.772 -2.944 -3.909
H -1.438 3.892 -2.373
H -0.758 0.559 -0.019
H -2.738 1.061 1.090
H -0.304 -5.214 1.340
H 0.970 -0.994 -0.640
H -0.991 3.967 4.567
H -2.420 1.937 5.005
H -1.732 2.247 -2.975
H -1.691 -5.890 0.456
H 0.858 -1.436 -3.021
```

Output
Relative energy (zero: lowest compared OMol25 entry of this formula, charge and spin) ... 42.2 kcal per mole
SMILES ... C[C@@H]1CCOC[C@H]1C(=O)N(C)CCCCC(=O)N1CCc2c(nnn2C)C1
Gap between HOMO and LUMO ... 9.70 eV

***

An isolated ion of composition C9H16N6 and charge +2. Source: the Open Molecules 2025 dataset; level of theory: ωB97M-V with the def2-TZVPD basis set.

Geometry as XYZ:
```
31
Properties=species:S:1:pos:R:3
N -1.701 -0.195 0.170
N 0.836 2.785 -1.707
N 0.953 0.556 -0.945
N 0.224 0.022 1.299
N -1.890 1.181 2.028
N -0.783 -1.057 -0.328
C 1.796 -1.845 0.030
C -1.372 -1.954 -1.049
C 0.543 -0.472 0.008
C 3.086 -1.473 0.615
C -2.912 -0.662 -0.160
C -2.747 -1.802 -0.885
C -0.644 1.927 0.057
C 0.456 1.772 -0.917
C -1.012 0.785 0.971
H 1.605 2.761 -2.373
H -0.267 2.967 0.542
H -1.495 2.199 -0.515
H 1.994 -2.031 -1.032
H -1.479 1.962 2.501
H 1.743 0.232 -1.606
H 3.293 -1.450 1.767
H 0.944 0.606 1.750
H 1.246 -2.647 0.488
H -3.746 -0.365 0.420
H -3.502 -2.502 -1.462
H -0.744 -2.802 -1.326
H -2.199 0.488 2.596
H 0.305 3.652 -1.673
H 4.008 -2.109 0.440
H 3.459 -0.528 0.299
```

Output
Relative energy (zero: lowest compared OMol25 entry of this formula, charge and spin) ... 16.6 kcal per mole
SMILES ... CC[C@]12NC(=[NH2+])C[C@](N)(N1)n1ccc[n+]12
Gap between HOMO and LUMO ... 10.41 eV
Total charge ... +2

***

One molecule with the formula C18H16N2O6. Source: the Open Molecules 2025 dataset; level of theory: ωB97M-V with the def2-TZVPD basis set.

Geometry as XYZ:
```
42
Properties=species:S:1:pos:R:3
O -0.613 -3.051 -0.468
O -5.230 -2.220 0.637
O -5.308 -0.071 0.037
O 3.217 1.901 -0.684
O -0.723 -0.349 1.171
O -0.662 -1.171 -1.673
N -2.638 0.199 0.153
N 1.327 1.101 0.313
C -2.741 -2.015 -0.944
C 4.637 -0.385 0.023
C -1.232 -2.160 -0.976
C -3.162 -1.134 0.258
C 4.603 -2.734 0.488
C 3.221 -2.691 0.577
C -1.850 2.943 0.266
C 0.432 2.148 0.166
C 2.542 -1.498 0.399
C 5.311 -1.576 0.211
C -1.425 4.223 -0.032
C -1.405 0.507 0.613
C 3.247 -0.328 0.122
C -4.680 -1.059 0.300
C -0.078 4.462 -0.264
C -0.943 1.889 0.353
C 2.615 1.003 -0.126
C 0.842 3.439 -0.165
H -2.139 5.029 -0.085
H 5.125 -3.668 0.631
H -3.187 -3.003 -0.830
H 0.910 0.293 0.775
H 1.890 3.623 -0.336
H -2.897 2.768 0.465
H -3.072 -1.545 -1.871
H 2.660 -3.590 0.783
H 0.258 5.457 -0.511
H 6.388 -1.602 0.139
H -3.200 0.869 -0.350
H 0.305 -1.259 -1.668
H -6.200 -2.157 0.647
H 1.465 -1.518 0.481
H 5.169 0.526 -0.203
H -2.780 -1.595 1.177
```

Output
Relative energy (zero: lowest compared OMol25 entry of this formula, charge and spin) ... 0.0 kcal per mole
SMILES ... O=C(O)C[C@@H](NC(=O)c1ccccc1NC(=O)c1ccccc1)C(=O)O
Gap between HOMO and LUMO ... 8.94 eV

***

C14H38BF4N6O6Rb as an isolated structure. Source: the Open Molecules 2025 dataset; level of theory: ωB97M-V with the def2-TZVPD basis set.

Geometry as XYZ:
```
70
Properties=species:S:1:pos:R:3
Rb 22.843 -25.537 2.663
F 24.861 -24.460 1.057
F 23.145 -24.963 -0.427
F 25.488 -25.018 -1.111
F 24.649 -26.490 0.263
O 33.321 -29.015 5.104
O 21.643 -19.709 -0.497
O 28.089 -24.565 3.854
O 25.953 -20.852 2.398
O 23.562 -22.306 -4.443
O 24.678 -28.391 3.257
N 23.304 -22.075 1.326
N 26.479 -29.784 3.266
N 24.956 -23.451 -3.152
N 22.998 -23.624 -2.598
N 26.144 -28.489 1.584
N 30.194 -27.792 3.634
C 25.715 -28.804 2.804
C 22.044 -22.040 0.527
C 29.345 -25.298 3.840
C 29.116 -26.849 4.000
C 34.152 -30.047 5.052
C 32.243 -28.862 4.145
C 23.667 -20.709 1.764
C 23.805 -22.994 -3.450
C 21.981 -18.841 -1.580
C 31.330 -27.649 4.486
C 26.985 -21.027 3.263
C 22.129 -21.114 -0.734
C 24.668 -20.710 2.951
C 27.429 -24.585 2.542
B 24.509 -25.182 -0.074
H 25.835 -23.344 -3.637
H 24.582 -19.726 3.412
H 30.080 -28.741 3.308
H 35.002 -29.733 5.657
H 24.878 -24.007 -2.313
H 28.738 -27.057 5.001
H 22.003 -23.669 -2.766
H 21.835 -19.336 -2.540
H 27.321 -30.006 2.755
H 26.376 -24.492 2.805
H 22.782 -20.213 2.163
H 31.178 -27.542 5.560
H 23.171 -21.127 -1.055
H 22.958 -18.362 -1.520
H 26.154 -30.141 4.153
H 27.642 -25.521 2.025
H 31.922 -26.759 4.276
H 34.586 -30.243 4.071
H 23.282 -23.904 -1.670
H 24.039 -22.350 0.690
H 33.505 -30.906 5.229
H 23.955 -20.087 0.916
H 26.946 -28.918 1.144
H 29.985 -25.154 2.969
H 27.754 -23.769 1.897
H 24.356 -21.474 3.662
H 29.989 -25.029 4.677
H 32.590 -28.894 3.112
H 26.863 -21.982 3.776
H 21.296 -17.993 -1.561
H 25.577 -27.869 1.023
H 21.751 -23.063 0.289
H 27.069 -20.293 4.064
H 28.243 -27.119 3.406
H 31.673 -29.786 4.241
H 21.209 -21.720 1.150
H 27.930 -21.125 2.728
H 21.633 -21.491 -1.628
```

Output
Gap between HOMO and LUMO (spin up / spin down) ... 6.76 / 2.02 eV
Spin multiplicity ... 2
Total charge ... +1
⟨S²⟩ ... 0.7548

***

One molecule with the formula C3H4O4. Source: the Open Molecules 2025 dataset; level of theory: ωB97M-V with the def2-TZVPD basis set.

Geometry as XYZ:
```
11
Properties=species:S:1:pos:R:3
O -1.978 0.425 0.691
O -1.915 -1.650 -0.227
O 0.088 0.586 -1.605
O -0.876 1.310 0.509
C -0.161 0.193 -0.310
C 1.082 -0.273 0.549
C -1.449 -0.560 -0.091
H 0.957 -0.800 1.531
H 1.605 -0.868 -0.239
H 1.669 0.645 0.846
H 0.979 0.993 -1.655
```

Output
Relative energy (zero: lowest compared OMol25 entry of this formula, charge and spin) ... 87.7 kcal per mole
SMILES ... C[C@]1(O)OOC1=O
Gap between HOMO and LUMO ... 10.85 eV

***

One molecule with the formula C21H23N3OS. Source: the Open Molecules 2025 dataset; level of theory: ωB97M-V with the def2-TZVPD basis set.

Geometry as XYZ:
```
49
Properties=species:S:1:pos:R:3
S -1.940 -0.704 -1.614
O 2.769 4.469 0.746
N -1.527 -1.718 1.933
N -2.834 0.101 0.837
N -0.855 1.015 -0.036
C 1.866 4.649 1.808
C -1.906 -0.757 2.938
C 1.722 -1.988 -0.780
C 3.186 2.487 -2.246
C 1.345 2.729 -0.194
C 2.059 1.684 -2.242
C 0.879 -4.222 -0.974
C 1.060 -1.845 0.424
C 1.630 -3.178 -1.484
C -0.503 0.105 -2.113
C -2.683 -2.291 1.284
C 0.303 -2.889 0.943
C 3.400 3.407 -1.240
C 1.129 1.801 -1.213
C -0.471 -2.665 2.219
C 2.474 3.533 -0.203
C -0.067 0.971 -1.155
C -2.458 0.483 2.188
C 0.217 -4.077 0.234
C -1.854 0.211 -0.101
C -3.598 -1.128 0.838
H -0.370 -4.896 0.628
H -4.006 -1.307 -0.158
H -3.239 -2.977 1.951
H -3.341 0.887 2.691
H -0.089 -0.110 -3.076
H -1.701 1.260 2.105
H 4.273 4.039 -1.232
H -2.336 -2.859 0.419
H 2.306 -1.167 -1.171
H 1.908 0.967 -3.034
H 2.142 -3.290 -2.428
H 3.908 2.394 -3.044
H 2.292 5.438 2.427
H -2.670 -1.158 3.629
H 1.761 3.738 2.406
H -1.031 -0.478 3.525
H -0.862 -3.618 2.613
H -4.429 -0.992 1.533
H 0.190 -2.229 2.973
H 0.880 4.962 1.450
H 0.605 2.791 0.587
H 0.803 -5.151 -1.520
H 1.116 -0.912 0.964
```

Output
Relative energy (zero: lowest compared OMol25 entry of this formula, charge and spin) ... 46.6 kcal per mole
SMILES ... COc1cccc(-c2csc(N3CCN(Cc4ccccc4)CC3)n2)c1
Gap between HOMO and LUMO ... 8.13 eV

***

A 6-piece molecular cluster, C3H21N2O5S overall. Source: the Open Molecules 2025 dataset; level of theory: ωB97M-V with the def2-TZVPD basis set.

Geometry as XYZ:
```
32
Properties=species:S:1:pos:R:3
S 0.481 2.118 -2.483
O -2.600 -0.117 -0.514
O -2.030 -3.194 -1.449
O 2.123 -2.647 -1.423
O -3.473 2.360 1.238
O 3.743 0.494 1.984
N 0.153 -0.602 -0.812
N 0.967 -0.693 1.953
C 0.342 0.482 1.396
C 0.656 0.578 -0.070
C 0.230 1.873 -0.705
H 0.714 -0.836 2.915
H 0.598 -1.489 -0.531
H -0.838 -0.734 -0.566
H -4.232 2.775 0.827
H -0.736 2.304 -0.452
H 1.965 -0.649 1.832
H -0.724 0.368 1.523
H 0.333 -0.518 -1.821
H -2.898 0.648 -0.004
H -2.468 -3.743 -0.778
H -3.256 -0.302 -1.192
H -3.030 2.937 1.864
H 0.835 2.653 -0.240
H -2.251 -3.771 -2.196
H 4.346 1.121 2.400
H 4.312 -0.097 1.472
H 1.713 0.574 -0.171
H 2.047 -3.285 -2.138
H 2.984 -2.896 -1.042
H 0.595 1.414 1.912
H -0.599 2.875 -2.729
```

Output
Relative energy (zero: lowest compared OMol25 entry of this formula, charge and spin) ... 0.0 kcal per mole
Gap between HOMO and LUMO (spin up / spin down) ... 2.06 / 9.22 eV
Spin multiplicity ... 2
⟨S²⟩ ... 0.7505

***

A 2-piece molecular cluster, C19H21F2 overall. Source: the Open Molecules 2025 dataset; level of theory: ωB97M-V with the def2-TZVPD basis set.

Geometry as XYZ:
```
42
Properties=species:S:1:pos:R:3
F -4.760 -0.578 3.000
F 0.254 1.156 5.296
C 0.317 0.327 1.705
C -1.784 -0.804 0.834
C 0.585 0.288 -2.203
C 0.715 1.039 4.001
C -3.930 -0.986 1.977
C -3.493 -2.436 0.136
C -0.131 -0.978 -2.612
C -2.232 -1.871 -0.014
C 1.962 1.584 3.689
C -0.464 -0.289 0.688
C -0.224 1.548 -2.041
C -0.090 0.395 3.073
C -2.718 -0.328 1.803
C -4.363 -2.029 1.155
C 1.625 0.827 1.404
C 2.741 -0.896 -2.575
C 1.931 0.345 -2.299
C 2.415 1.434 2.374
C 2.644 1.668 -2.408
H 3.723 1.490 -2.465
H 2.610 -1.670 -1.805
H 2.000 0.644 0.394
H -3.800 -3.221 -0.559
H 2.483 -1.369 -3.542
H 2.461 2.341 -1.558
H 0.061 -0.528 -0.236
H 3.412 1.785 2.097
H 2.544 2.091 4.449
H -2.512 0.548 2.412
H -1.211 -0.855 -2.496
H 3.803 -0.632 -2.603
H 0.096 2.156 -1.182
H 0.178 -1.859 -2.033
H -1.530 -2.265 -0.749
H -0.133 2.187 -2.931
H 2.353 2.229 -3.319
H -5.332 -2.487 1.298
H -1.004 -0.084 3.403
H -1.284 1.309 -1.894
H 0.081 -1.226 -3.667
```

Output
Relative energy (zero: lowest compared OMol25 entry of this formula, charge and spin) ... 17.4 kcal per mole
Gap between HOMO and LUMO ... 5.28 eV
Total charge ... +1

***

no.,maximum force (Eh/bohr)
1,0.1010
2,0.0191
3,0.0010
4,0.1002
5,0.0137
6,0.1310
7,0.0495
8,0.0219
9,0.0439
10,0.0339